Run one
The following is a DFT calculation (the ωB97M-V functional and the def2-TZVPD basis) of a 11-piece molecular cluster, C27H76O17 overall.

As for the SMILES: CC(C)O.CC(C)O.CC(C)O.CC(C)O.CC(C)O.OCCO.OCCO.OCCO.OCCO.OCCO.OCCO. For the LUMO energy, the calculation gives 0.0049 hartree.

ORCA input file:
```
! RIJCOSX wB97M-V def2-TZVPD def2/J DEFGRID3
* xyz 0 1
C -2.9349 0.7637 -3.7690
C -4.7743 -2.1017 3.7699
C 1.2813 3.8189 -2.8207
H -2.4540 2.7159 3.4761
O -3.1955 -6.5813 -1.2374
H -0.2446 1.9331 1.9704
H -3.8153 4.9013 2.2135
C 0.2351 2.6831 4.7796
H -3.5705 -6.2859 -2.0705
H -3.3962 -0.0488 4.9813
O -2.6592 3.6449 0.2306
C 4.5035 -1.1414 3.4299
O 3.5193 3.6954 0.3385
H 0.8103 -4.7110 0.2698
O 4.0032 -3.9074 0.9520
H -1.7086 -4.5144 -1.1285
H -5.0316 -3.1534 3.6259
H 3.3775 1.3237 -0.7946
H -5.5498 -5.3559 -0.5861
H 1.5973 -3.2137 0.0997
H 0.0223 2.6225 -3.9985
C 1.0621 2.0170 3.6733
H 3.1078 -2.6199 2.9224
H -2.7052 -2.3585 4.3551
C -3.1504 1.9549 -2.8613
H -0.8703 0.5851 -2.1880
H 3.2782 3.3952 -2.1864
C 0.3061 3.6774 -3.9755
O -0.2762 -1.2583 1.5913
C 2.8240 -4.6873 1.0270
H 1.4852 -1.6736 -8.2166
H 4.0210 1.5481 1.6431
H -2.9768 -0.2247 -3.3133
H 0.6946 -1.2554 1.7026
H -0.5750 4.2818 -3.7569
O 4.0761 0.8245 -0.3472
H 3.0514 -5.7583 1.0008
H 0.8285 2.9028 5.6612
C -3.0606 -0.2666 3.9606
H -3.6725 0.7164 -4.5687
H 0.5692 -0.3421 -5.2960
H -0.1994 0.7714 -0.1562
C 1.6273 -0.6263 -5.2801
H -2.2024 -3.8728 0.4711
H -0.2139 3.5994 4.3796
H 3.0842 -1.7815 -6.1376
H 1.1497 -1.0342 -3.4234
H 5.8764 0.1203 4.0435
C -2.5848 3.3600 2.6067
H 1.4083 4.8865 -2.5594
H -1.3699 -5.3860 0.4011
H 4.3598 -3.9440 0.0566
H -1.6142 -1.1233 0.1642
O -2.0842 2.0179 -1.8674
C 1.7805 -4.2834 -0.0074
H 3.1294 -0.9440 1.3045
H 1.5235 2.0768 1.6732
H -3.1603 4.4272 0.4728
H 5.3102 3.1885 -0.6181
C -2.0901 -4.7718 -0.1418
O 1.9277 -1.0230 -7.6658
C 2.0212 -1.6033 -6.3763
H -1.6178 3.8664 2.6105
H 0.8958 0.9409 3.8071
H -2.0124 -0.0133 3.7974
H -2.6212 3.3021 -4.4160
H -0.6683 2.1268 5.0484
H -0.4604 -2.3051 -0.2664
C 3.0695 -1.5551 3.1564
H -3.2287 4.1409 -2.9110
H 2.7366 2.3466 -3.4152
H 2.1930 0.3068 -5.3010
C 2.6747 3.4006 -3.0968
C -3.3359 3.2989 -3.5956
H -4.5301 -4.3806 -1.5504
H 1.2107 -0.1769 -0.6575
H 1.6003 -2.6047 -6.2700
O 0.8925 3.2052 -1.5911
O -2.8834 -2.0194 2.3332
C 4.7885 3.0952 0.3467
H 2.8790 1.4308 3.7833
H -3.6580 0.4310 3.3669
H -0.0671 3.0662 -1.6036
H 2.1385 -5.5484 -1.4231
C -2.8892 2.6715 1.2791
C -3.3212 -1.7715 3.6620
H 5.4751 3.5806 1.0434
H 2.3927 -4.5019 2.0140
H 2.8500 3.1124 -0.0363
C -4.6271 -4.7709 -0.5316
H -4.0475 1.8813 -2.2293
H 0.6055 3.4985 2.0885
H -4.3821 3.3848 -3.8946
H -3.9367 2.3605 1.2467
H -4.8007 -3.9875 0.2048
H -2.2309 1.8323 1.0668
C -0.5358 -1.3142 0.1856
H 2.5291 -1.4310 4.0972
C 0.1224 -0.1805 -0.5835
O 2.4919 -0.9032 2.0345
H -5.2776 -1.6938 4.6483
H -1.9602 -1.7218 2.2718
H 3.2481 3.9435 -3.8483
C 0.6783 2.4264 2.2736
H 5.5610 1.1259 0.8747
H -2.4851 2.6279 -1.2169
H 5.0650 -1.2112 2.4874
O 2.4644 2.2885 3.9362
O -3.5490 4.3605 2.9602
H -5.3627 -1.6366 2.9665
O -0.3216 -0.1753 -1.9396
O 1.8656 -1.2751 -4.0244
O 2.1566 -4.5897 -1.3330
O 4.9188 0.1174 3.9922
H 0.7545 4.0879 -4.8764
C 4.5978 1.6247 0.7175
C -3.3902 -5.5974 -0.2221
H -1.9074 0.9459 -4.1050
H -3.4583 -6.1421 0.7212
H 4.9993 -1.9219 4.0167
*
```



Run two
The following is a DFT calculation (the ωB97M-V functional and the def2-TZVPD basis) of a 11-piece molecular cluster, C27H76O17 overall.

As for the SMILES: CC(C)O.CC(C)O.CC(C)O.CC(C)O.CC(C)O.OCCO.OCCO.OCCO.OCCO.OCCO.OCCO. For the LUMO energy, the calculation gives 0.0111 hartree.

ORCA input file:
```
! RIJCOSX wB97M-V def2-TZVPD def2/J DEFGRID3
* xyz 0 1
C 3.6197 -5.0814 -1.7202
H 1.3701 3.5735 -5.0372
H -2.1232 5.5907 -1.8604
H 0.6571 -6.0295 1.7605
H 0.1639 -1.2079 3.6137
H 4.0439 4.7420 -0.7221
O 3.0391 -3.1009 0.7141
H 0.1044 -2.6642 -0.1388
H 0.8138 -0.3307 1.1672
C -1.5476 -1.5848 4.9843
H -3.1298 -1.1761 4.0961
H 4.7525 -6.3693 -3.2059
H 0.0845 -3.9529 3.0923
H -1.9030 -3.2280 2.4868
H -3.7340 -1.3141 1.5390
C -3.4840 0.5234 -3.0880
H 3.9968 3.0383 -0.1345
H -4.4120 0.3795 2.5902
H -5.9545 -0.6914 2.6128
H 2.7334 3.2549 6.3484
H -1.5917 -2.2792 0.0523
H -2.8990 4.1744 -2.6331
H 0.1121 4.0104 -7.6495
H 4.1906 -3.0160 2.5219
O -0.7366 4.4186 -2.5234
O -2.9190 -1.3580 5.0224
C 3.2507 3.3226 5.4079
H 1.9493 -3.7663 -2.3152
H 3.2245 -1.2515 3.5510
C 2.8019 -1.4997 2.5506
C -5.7101 0.9844 1.1370
C -0.7276 -5.8623 3.8718
H -0.9523 -5.8605 1.1167
C -0.3937 -0.5780 -0.4006
H -6.0431 1.8739 1.7159
H 1.7563 2.2769 -6.1663
H 4.5816 -1.7711 1.3273
H 4.8207 -6.9610 -1.5077
C 0.8886 -0.1862 -1.3016
O -3.8455 1.8350 -5.0566
H -1.3234 -2.6793 4.9194
C -0.6613 -2.0396 -0.4817
H -0.6882 1.8574 -6.6004
C 0.9650 2.6538 -5.4441
O 1.9814 3.3813 -1.4397
H -0.7709 3.8946 -3.3345
C -2.0681 3.8514 -0.6268
H -0.9765 0.1845 3.9673
C 2.5008 -4.6707 -2.6622
C -0.4668 2.7734 -5.9844
H -1.5550 4.2017 -7.2677
O 2.5424 -0.2867 1.7785
H -1.2195 -5.7008 4.7864
C -5.1769 -0.1235 2.0527
H 1.3400 4.1852 3.6453
C 3.7638 -2.3915 1.7505
C -2.0100 4.5287 -1.9694
C -0.1478 -5.3190 1.6187
C -0.9009 -0.8531 3.8335
O -1.4117 2.8147 -4.8989
H -1.2913 -0.0322 -0.6927
H -3.8031 -0.4079 -2.5972
H -2.0590 2.7648 -0.7350
H -3.9339 -0.2265 -5.0607
O -4.5800 -1.1098 1.1459
O -1.7524 -1.2399 2.7041
H 1.6631 4.9110 -0.1478
H 3.6929 3.0282 2.6348
H 2.2963 1.5740 4.7834
H 3.2161 4.3600 5.1372
H 0.2748 -6.3314 4.1405
O -0.1208 -0.1810 0.9371
H 0.1809 -4.5769 0.8819
H 0.6343 2.6149 3.3078
H -2.2245 2.3791 -5.2025
O 3.7931 4.5489 1.3770
C -4.1720 0.5965 -4.4266
H 1.6622 3.4028 0.5899
H -1.3992 -6.5943 3.4509
H 1.6520 -0.8908 -0.9764
H -1.0509 -1.2651 5.9071
C -0.6505 -4.7313 2.8637
O -2.1022 0.4240 -3.1060
C 2.5265 2.5658 4.3730
H -3.7885 1.3364 -2.4694
O -3.1910 4.2769 0.0727
H -0.4343 4.9508 -6.1996
H 1.1623 0.8750 -1.3305
C 3.5942 4.0924 0.0223
O 4.5730 -3.9984 -1.5313
H -4.3536 2.0157 -5.8758
H -5.2498 0.5893 -4.2830
H -0.8856 -2.2694 -1.5697
O -1.9396 -4.1611 2.6765
H -1.3526 -0.7965 1.9027
H 3.3732 -7.1332 -2.3022
C 1.2151 3.1775 4.0858
H 2.8285 -4.5534 -3.6938
H 1.0054 1.9411 -4.5862
H -1.7478 1.1742 -3.5660
H -6.4825 0.6125 0.5001
H 4.2682 2.9785 5.5239
H 1.1027 3.6081 -1.7977
H -4.1940 0.6082 -0.0093
O 3.2710 2.2661 3.1133
H 0.7131 -0.3512 -2.4141
H 2.8951 0.5007 2.2187
H 1.8059 -5.4556 -2.6126
H 4.4563 5.2228 1.4282
C 2.0861 3.9482 -0.2049
H 3.2720 -5.2928 -0.6964
C 4.1727 -6.4013 -2.2444
H 4.7735 -3.6478 -2.3667
C -0.5953 4.0829 -6.8068
H 3.6324 -3.1516 -0.0678
H -3.5619 3.4531 0.4723
H -1.1424 4.0615 -0.0582
H 1.8140 -1.9641 2.7196
O -4.7178 1.4182 0.2126
H 0.6044 3.2640 4.9863
*
```



The structure with the greatest stability is run two.



Run one
The following is a DFT calculation (the ωB97M-V functional and the def2-TZVPD basis) of a 3-piece molecular cluster, C2H8O3 overall.

As for the SMILES: C=CO.O.O. For the LUMO energy, the calculation gives 0.0242 hartree.

ORCA input file:
```
! RIJCOSX wB97M-V def2-TZVPD def2/J DEFGRID3
* xyz 0 1
O 2.6626 1.8736 -0.9893
C 2.0532 0.4430 0.7726
O -1.7350 -0.8304 -0.6834
H 2.2026 -0.3463 1.4900
H -4.3251 -1.3991 0.2514
H 3.4501 1.9887 -1.5272
H -4.6823 -0.7818 1.5761
H -1.2804 -0.1707 -0.1313
H -1.1117 -0.9959 -1.3934
C 2.5854 0.6271 -0.4478
O -4.2731 -1.5610 1.1856
H 1.3339 1.2507 0.9378
H 3.1199 -0.0979 -1.0411
*
```



Run two
The following is a DFT calculation (the ωB97M-V functional and the def2-TZVPD basis) of a 3-piece molecular cluster, C2H8O3 overall.

As for the SMILES: C=CO.O.O. For the LUMO energy, the calculation gives 0.0228 hartree.

ORCA input file:
```
! RIJCOSX wB97M-V def2-TZVPD def2/J DEFGRID3
* xyz 0 1
H -1.6834 0.5045 0.7970
H 5.6828 0.4693 -2.5119
O 5.8095 0.4657 -1.5716
O -2.0277 0.2428 1.6724
C -2.0285 -1.1003 1.7810
H -1.8021 -3.0572 0.9850
H 6.7107 0.1399 -1.5327
H -1.7582 1.2264 -2.0978
H -1.7059 -1.7406 -0.2352
H -1.1280 2.5505 -2.1083
C -1.7869 -1.9862 0.7955
H -2.3169 -1.2640 2.8418
O -1.1796 1.7597 -1.5512
*
```



The structure with the greatest stability is run two.



Run one
The following is a DFT calculation (the ωB97M-V functional and the def2-TZVPD basis) of a 2-piece molecular cluster, C5H11NO overall.

For the LUMO energy (alpha / beta), the calculation gives -0.1414 / -0.2787 hartree. Its expectation value of S² is 0.762.

ORCA input file:
```
! RIJCOSX wB97M-V def2-TZVPD def2/J DEFGRID3
* xyz 1 2
C 0.6343 0.7922 -0.0807
H -0.9803 -2.5261 2.7475
H 1.2163 1.4395 0.5687
H 2.2535 1.0768 -3.3232
H -2.4205 -2.1345 1.9032
C 0.3857 1.0028 -1.3444
H -0.1578 0.2854 -1.8731
H -0.9579 -2.7885 0.9119
O 3.2750 1.2258 -3.0020
H 3.3413 2.1234 -2.6910
C -0.9803 -0.6495 1.2360
C 0.1226 -0.4192 0.4873
C -1.2529 -2.1519 1.7539
N -1.8114 0.4305 1.5401
H -1.5442 1.4019 1.5299
H -2.7276 0.3169 1.5074
H 0.9053 1.7860 -1.9784
H 0.6991 -1.2118 0.1070
*
```



Run two
The following is a DFT calculation (the ωB97M-V functional and the def2-TZVPD basis) of an isolated ion of composition C5H11NO and charge +1.

For the LUMO energy (alpha / beta), the calculation gives -0.1334 / -0.2955 hartree. Its expectation value of S² is 0.755.

ORCA input file:
```
! RIJCOSX wB97M-V def2-TZVPD def2/J DEFGRID3
* xyz 1 2
C -1.6826 0.4742 0.8516
N -0.7767 -0.2106 -0.1119
H -1.3213 -2.2239 0.0801
H 0.8682 0.6965 -2.6574
H -2.3809 1.1062 0.2636
C 1.3313 0.9456 0.7786
H 0.7634 -0.8595 -1.7658
O 1.2310 0.5525 1.8931
H -0.0256 1.6655 -0.5936
C 0.3842 0.6514 -0.3782
H 2.2261 1.5893 0.4896
H -2.3389 -0.3028 1.2701
H -0.2403 -1.6848 1.4021
C -0.4344 -1.6031 0.3275
H -1.1426 0.8956 1.6923
H 0.3799 -1.9572 -0.2932
C 1.0295 0.2068 -1.7006
H 2.1297 0.0584 -1.5478
*
```



Run three
The following is a DFT calculation (the ωB97M-V functional and the def2-TZVPD basis) of an isolated ion of composition C5H11NO and charge +1.

For the LUMO energy (alpha / beta), the calculation gives -0.1490 / -0.3317 hartree. Its expectation value of S² is 0.755.

ORCA input file:
```
! RIJCOSX wB97M-V def2-TZVPD def2/J DEFGRID3
* xyz 1 2
H -0.2540 -1.7754 2.7932
N -0.5946 -1.1827 2.0382
C -0.6663 -1.5968 0.7802
H 2.0873 0.9626 0.5073
H -1.8989 -0.1536 -0.0942
H 0.6118 1.5486 -2.1511
H -0.4903 2.5613 -1.2031
C -0.2081 1.5392 -1.4299
H -0.1006 1.2436 0.6384
H -0.7218 -0.1975 2.2138
H -0.9287 -0.9190 -1.2957
O -0.5361 -2.7805 0.4631
H 1.6848 -0.7385 0.4247
C -0.8884 -0.5330 -0.2793
C 0.1397 0.6294 -0.2378
H 2.1739 0.0556 -1.0204
C 1.6051 0.2094 -0.1055
H -1.0146 1.1274 -2.0417
*
```



The structure with the greatest stability is run three.



Run one
The following is a DFT calculation (the ωB97M-V functional and the def2-TZVPD basis) of a 2-piece molecular cluster, C3H3NOS overall.

For the LUMO energy, the calculation gives 0.0207 hartree.

ORCA input file:
```
! RIJCOSX wB97M-V def2-TZVPD def2/J DEFGRID3
* xyz 0 1
N 0.1151 -0.8789 0.7858
O -1.6874 1.0958 -2.4056
C -0.8764 -1.2259 0.1989
S 0.3312 2.1821 -1.0706
C 1.2772 -0.7171 1.3143
C -0.8615 1.5379 -1.7527
H 1.8096 0.0034 0.7931
H -1.8508 -0.7045 0.0983
H 1.7430 -1.2928 2.0385
*
```



Run two
The following is a DFT calculation (the ωB97M-V functional and the def2-TZVPD basis) of one molecule with the formula C3H3NOS.

As for the SMILES: [H]/N=C/C(=O)C=S. For the LUMO energy, the calculation gives -0.0276 hartree.

ORCA input file:
```
! RIJCOSX wB97M-V def2-TZVPD def2/J DEFGRID3
* xyz 0 1
C 0.2856 -1.1356 -0.5968
H -1.2795 1.7825 -0.0393
S -0.1946 -3.9720 -0.5710
C 0.2187 -2.7386 0.3239
C 0.3032 0.5851 -0.3172
O -0.0106 -1.3199 -1.7390
H 1.0386 1.2722 -0.7716
H 0.4054 -2.7051 1.2888
N -0.8626 0.8635 0.0386
*
```



The structure with the greatest stability is run one.